<one>
2 unconnected molecules or ions with the total composition C3H10O2. Source: OMol25; level of theory: ωB97M-V/def2-TZVPD.

* HOMO level: -0.356 Ha
* SMILES string: CCOC.O

Cartesian coordinates (Å):
O 1.1102 0.8514 -0.1787
C 0.0000 0.0000 0.0000
C 1.6195 3.2996 -0.5922
C 0.6926 2.0735 -0.6624
H -0.6376 0.4156 0.7984
H 0.3271 -1.0096 0.3007
H -0.6003 -0.0846 -0.9215
H 2.5451 3.1489 -1.1728
H 1.8917 3.6300 0.4243
H 1.0276 4.0958 -1.0742
H 0.3582 2.0080 -1.7156
H -0.1408 2.4984 -0.0705
O -2.1198 2.3841 -3.5061
H -2.6459 3.1967 -3.6830
H -2.7697 1.7428 -3.1393

Atom charges from the Mulliken analysis, given in e for atoms 1 to 5: number 1, O, carries -0.3556; number 2, C, carries -0.6269; number 3, C, carries -1.1491; number 4, C, carries -0.1418; number 5, H, carries 0.2874

<two>
2 unconnected molecules or ions with the total composition C3H10O2. Source: OMol25; level of theory: ωB97M-V/def2-TZVPD.

* HOMO level: -0.374 Ha
* SMILES string: CCCO.O

Cartesian coordinates (Å):
C 0.0977 0.2617 0.7346
O -0.7664 1.1362 1.4486
C 0.5180 0.8423 -0.5754
C 1.7075 0.0543 -1.0347
H 0.7793 -0.1487 1.4901
H -0.7073 -0.5275 0.5514
H -0.4572 1.9730 1.7454
H -0.3588 0.8105 -1.2176
H 0.8616 1.9210 -0.6082
H 2.2981 0.0660 -0.0837
H 1.5672 -0.8550 -1.4833
H 2.3719 0.6948 -1.8155
H -2.3446 -2.6130 -0.2364
H -3.0312 -1.4016 0.4617
O -2.5358 -2.2141 0.6231

Atom charges from the Mulliken analysis, given in e for atoms 1 to 5: number 1, C, carries -0.3063; number 2, O, carries -0.5306; number 3, C, carries -0.1500; number 4, C, carries -1.0925; number 5, H, carries 0.3215

Least stable = <two>

<one>
2 unconnected molecules or ions with the total composition C3H10O2. Source: OMol25; level of theory: ωB97M-V/def2-TZVPD.

* HOMO level: -0.362 Ha
* SMILES string: CCOC.O

Cartesian coordinates (Å):
O -0.1258 -1.9436 -0.0071
C 0.9369 -2.5716 0.7014
C -1.3089 0.0827 -0.5077
C -0.3643 -0.6177 0.4871
H 1.0460 -3.6059 0.3342
H 0.6512 -2.6045 1.7662
H 1.9116 -2.0626 0.6142
H -0.8787 0.0752 -1.5233
H -1.4232 1.1302 -0.1817
H -2.3070 -0.3852 -0.5450
H -0.8316 -0.6974 1.4874
H 0.5454 0.0047 0.5892
O 0.3254 4.4652 -1.0099
H 0.8843 4.8020 -1.7464
H 0.9388 3.9285 -0.4585

Atom charges from the Mulliken analysis, given in e for atoms 1 to 5: number 1, O, carries -0.3115; number 2, C, carries -0.6590; number 3, C, carries -1.1011; number 4, C, carries -0.2211; number 5, H, carries 0.2414

<two>
2 unconnected molecules or ions with the total composition C3H10O2. Source: OMol25; level of theory: ωB97M-V/def2-TZVPD.

* HOMO level: -0.370 Ha
* SMILES string: CCO.CO

Cartesian coordinates (Å):
C -2.9582 -0.1242 0.5280
O -1.9776 0.9051 0.4562
H -3.4077 -0.3316 -0.4512
H -2.4298 -1.0258 0.8225
H -3.7638 0.1117 1.2148
H -2.4135 1.6916 0.1099
C 2.1119 0.2437 -0.8084
O 3.1947 -0.6767 -1.0353
C 1.1383 -0.2665 0.2497
H 2.5307 1.2026 -0.5379
H 1.6193 0.3248 -1.7781
H 3.5487 -0.8917 -0.1649
H 1.7347 -0.4808 1.1371
H 0.3677 0.4768 0.3987
H 0.7046 -1.1591 -0.1413

Atom charges from the Mulliken analysis, given in e for atoms 1 to 5: number 1, C, carries -0.5445; number 2, O, carries -0.4650; number 3, H, carries 0.2737; number 4, H, carries 0.2154; number 5, H, carries 0.2612

Least stable = <two>

<one>
A single C2H3OP molecule. Source: OMol25; level of theory: ωB97M-V/def2-TZVPD.

* HOMO level: -0.342 Ha
* SMILES string: C=CP=O

Cartesian coordinates (Å):
C -0.8023 -0.8301 -0.0523
C -0.1321 0.2019 0.3362
O 2.0036 1.8601 -0.4046
P 1.4987 0.5268 -0.6578
H -1.5871 -1.0975 0.5883
H -0.4761 -1.6358 -0.8688
H -0.5048 0.9746 1.0590

Atom charges from the Mulliken analysis, given in e for atoms 1 to 5: number 1, C, carries -0.4263; number 2, C, carries -0.2406; number 3, O, carries -0.4114; number 4, P, carries 0.2948; number 5, H, carries 0.2697

<two>
A single C2H3OP molecule. Source: OMol25; level of theory: ωB97M-V/def2-TZVPD.

* HOMO level: -0.351 Ha
* SMILES string: C=CP=O

Cartesian coordinates (Å):
C -0.0416 0.8120 0.0302
C -0.6835 -0.3437 -0.0239
O 1.5189 -1.0064 0.0274
P 1.7572 0.4306 -0.0208
H -0.5172 1.7748 0.0940
H -0.2627 -1.3197 -0.1153
H -1.7710 -0.3476 0.0084

Atom charges from the Mulliken analysis, given in e for atoms 1 to 5: number 1, C, carries -0.2779; number 2, C, carries -0.5371; number 3, O, carries -0.4283; number 4, P, carries 0.2675; number 5, H, carries 0.3750

<three>
A single C2H3OP molecule. Source: OMol25; level of theory: ωB97M-V/def2-TZVPD.

* HOMO level: -0.369 Ha
* SMILES string: O=[PH]1C=C1

Cartesian coordinates (Å):
C 0.1066 0.9458 0.2121
C 0.4742 -0.1933 0.8411
O -1.6157 -1.2283 -0.8668
P -0.3308 -0.5571 -0.6946
H 0.1640 2.0079 0.2683
H 0.7076 -0.0805 1.8632
H 0.4940 -0.8945 -1.6232

Atom charges from the Mulliken analysis, given in e for atoms 1 to 5: number 1, C, carries -0.2513; number 2, C, carries -0.3154; number 3, O, carries -0.6149; number 4, P, carries 0.3135; number 5, H, carries 0.3773

Least stable = <three>

<one>
A single CH3N3O2S molecule. Source: OMol25; level of theory: ωB97M-V/def2-TZVPD.

* HOMO level: -0.343 Ha
* SMILES string: O=NN[N@+]1([O-])CS1

Cartesian coordinates (Å):
C 1.2149 0.6317 0.4775
N -0.7474 -0.1955 -0.5827
N -1.9480 0.0113 0.0945
N 0.3199 -0.4886 0.2513
O -2.9413 0.0018 -0.5569
O 0.2937 -1.4888 0.9584
S 1.9452 -0.2737 -0.9175
H 0.9104 1.6798 0.3881
H 1.7794 0.7950 1.4048
H -0.8267 -0.6731 -1.5176

Atom charges from the Mulliken analysis, given in e for atoms 1 to 5: number 1, C, carries -0.3912; number 2, N, carries -0.0504; number 3, N, carries 0.0526; number 4, N, carries 0.7902; number 5, O, carries -0.3921

<two>
A single CH3N3O2S molecule. Source: OMol25; level of theory: ωB97M-V/def2-TZVPD.

* HOMO level (alpha / beta): -0.342 / -0.342 Ha

Cartesian coordinates (Å):
C -0.2667 -0.7470 0.2499
N -0.3219 1.6724 0.0752
N -0.6460 0.6007 -0.0741
N 2.2078 0.1638 0.4879
O 3.4090 0.3077 0.2402
O -2.0239 0.3208 -0.7036
S 1.4555 -1.0986 -0.3060
H -0.2077 -1.1439 1.2196
H -1.0679 -1.2161 -0.2956
H -2.5382 1.1403 -0.8934

Atom charges from the Mulliken analysis, given in e for atoms 1 to 5: number 1, C, carries -0.4617; number 2, N, carries -0.5863; number 3, N, carries 0.6767; number 4, N, carries 0.1586; number 5, O, carries -0.3630

Least stable = <one>

<one>
A single C5H12N2S molecule. Source: OMol25; level of theory: ωB97M-V/def2-TZVPD.

* HOMO level: -0.331 Ha
* SMILES string: C/N=C/N(S)C(C)C

Cartesian coordinates (Å):
C -3.4111 -0.1886 -0.1825
C -1.1723 0.0238 -0.2803
C 1.2584 -0.2588 -0.2460
C 1.5127 -0.6372 1.2122
C 2.4880 0.2070 -0.9835
H -4.0155 -0.4767 0.7464
H -3.2529 -1.0781 -0.7138
H -4.0892 0.4323 -0.7321
H -1.1399 -0.9993 -0.7876
H 0.0360 2.0491 1.5060
H 0.8564 -1.1787 -0.6211
H 0.5440 -0.8509 1.7067
H 2.2141 -1.5614 1.1094
H 2.0214 0.2087 1.8861
H 2.9656 1.0431 -0.4550
H 3.1872 -0.6893 -0.8772
H 2.0778 0.5092 -2.0471
N -2.2287 0.5457 0.0826
N 0.0790 0.6578 -0.4552
S 0.0691 2.2422 0.1321

Atom charges from the Mulliken analysis, given in e for atoms 1 to 5: number 1, C, carries -0.7704; number 2, C, carries -0.0365; number 3, C, carries 0.3398; number 4, C, carries -1.1882; number 5, C, carries -1.1641

<two>
A molecular structure, C5H12N2S. Source: OMol25; level of theory: ωB97M-V/def2-TZVPD.

* HOMO level: -0.317 Ha

Cartesian coordinates (Å):
C -1.9994 0.8309 0.0155
C -1.3561 -0.5806 0.3930
C -2.3580 -1.3979 -0.3465
C 0.8417 0.1772 -0.2529
C 2.9828 1.2739 0.0442
H -2.1788 0.9699 -1.2168
H -3.0331 0.7294 0.5068
H -1.2313 1.7221 0.3554
H -1.3151 -0.7317 1.5214
H -2.8769 -0.8638 -1.5103
H -3.3835 -1.4837 0.4258
H -1.7947 -2.3701 -0.6243
H 0.5259 1.2339 -0.4368
H 2.5614 2.1225 -0.4253
H 3.0522 1.2505 1.1401
H 4.0254 1.1658 -0.4691
H 2.2820 -1.8357 1.1587
N 0.0511 -0.7293 0.1208
N 2.2225 0.0364 -0.3185
S 2.9818 -1.5196 -0.0811

Atom charges from the Mulliken analysis, given in e for atoms 1 to 5: number 1, C, carries -1.2098; number 2, C, carries 0.4492; number 3, C, carries -1.0377; number 4, C, carries 0.0249; number 5, C, carries -0.8901

<three>
A single C5H12N2S molecule. Source: OMol25; level of theory: ωB97M-V/def2-TZVPD.

* HOMO level: -0.328 Ha
* SMILES string: C[C@]1(S)CN[C@H]1CN

Cartesian coordinates (Å):
C -1.9089 0.3409 1.0959
C -0.8646 0.3061 -0.0139
C -1.1853 -0.7206 -1.0440
C 0.3521 -0.5516 0.3281
C 1.7449 -0.3350 -0.3287
H -1.5242 0.7687 2.0220
H -2.8098 0.8971 0.7169
H -2.1841 -0.6621 1.4577
H 0.2291 2.2461 0.3966
H -0.7803 -0.4006 -2.0225
H -2.2309 -0.9821 -1.2003
H 0.1590 -2.3009 -0.9932
H 0.4379 -0.6127 1.4074
H 1.5933 0.0800 -1.3845
H 2.2330 -1.3198 -0.4249
H 3.2684 0.9012 -0.0746
H 1.8684 1.4782 0.6391
N -0.4004 -1.7186 -0.3507
N 2.4565 0.6146 0.4642
S -0.4541 1.9712 -0.6904

Atom charges from the Mulliken analysis, given in e for atoms 1 to 5: number 1, C, carries -1.6580; number 2, C, carries 1.1600; number 3, C, carries -1.0209; number 4, C, carries -0.2826; number 5, C, carries -0.5120

Least stable = <two>

<one>
2 unconnected molecules or ions with the total composition C4H9N2O. Source: OMol25; level of theory: ωB97M-V/def2-TZVPD.

* HOMO level (alpha / beta): -0.639 / -0.639 Ha
* charge: +2
* 2S+1: 2

Cartesian coordinates (Å):
C -0.8300 -1.2327 1.3857
C -1.0680 -2.2749 0.5756
C -0.2552 1.0073 1.7702
N -0.1572 -0.0273 1.0032
H -1.2187 -1.1821 2.4241
H -0.8388 -2.2856 -0.4898
H -1.5968 -3.1601 0.9836
H 0.1225 1.9579 1.4488
H -0.6938 0.8714 2.7699
H 0.2535 0.0750 0.0242
C 0.8472 1.6287 -2.2040
N 1.1133 0.4503 -1.5003
O 0.0920 1.7089 -3.1472
H 1.4262 2.4638 -1.7990
H 2.0418 0.3021 -1.2216
H 0.7619 -0.3026 -2.0234

Atom charges from the Mulliken analysis, given in e for atoms 1 to 5: number 1, C, carries 0.5590; number 2, C, carries -0.5759; number 3, C, carries 0.0918; number 4, N, carries 0.2901; number 5, H, carries 0.3592

<two>
2 unconnected molecules or ions with the total composition C4H9N2O. Source: OMol25; level of theory: ωB97M-V/def2-TZVPD.

* HOMO level (alpha / beta): -0.545 / -0.545 Ha
* charge: +2
* 2S+1: 2

Cartesian coordinates (Å):
C -1.0641 -1.6448 0.8334
C -0.8426 -1.0598 -0.4616
C 0.2649 -1.0150 -1.3031
N -0.1031 -0.4167 -2.5265
C -1.3424 0.0547 -2.2945
N -1.7737 -0.2137 -1.0873
H -0.8424 -2.7269 0.6801
H -2.0449 -1.5696 1.2161
H -0.3808 -1.1924 1.6163
H 1.0653 -1.6922 -1.2312
H 0.6500 -0.0910 -3.2898
H -2.2193 0.2394 -2.9666
H -2.7408 -0.3775 -0.7845
H 4.1894 3.2981 3.3185
H 3.5880 4.6826 4.2148
O 3.5966 3.7248 4.0659

Atom charges from the Mulliken analysis, given in e for atoms 1 to 5: number 1, C, carries -1.0094; number 2, C, carries 0.6309; number 3, C, carries -0.2632; number 4, N, carries -0.0472; number 5, C, carries -0.0666

Least stable = <one>